1.
{"formula": "C41H85N3O11", "method": "ωB97M-V/def2-TZVPD", "smiles": "CN(C)C=O.CN(C)C=O.CN(C)C=O.C1CCOC1.C1CCOC1.C1CCOC1.C1CCOC1.C1CCOC1.C1CCOC1.C1CCOC1.C1CCOC1", "gap_ev": 9.45, "homo_ev": -9.2, "relative_energy_kcal_mol": 79.7, "largest_force_ev_per_a": 3.4, "energy_ha": -2604.8737, "charge": 0, "elements": ["C", "O", "N", "C", "C", "H", "H", "H", "H", "H", "H", "H", "C", "O", "N", "C", "C", "H", "H", "H", "H", "H", "H", "H", "C", "O", "N", "C", "C", "H", "H", "H", "H", "H", "H", "H", "C", "C", "C", "O", "C", "H", "H", "H", "H", "H", "H", "H", "H", "C", "C", "C", "O", "C", "H", "H", "H", "H", "H", "H", "H", "H", "C", "C", "C", "O", "C", "H", "H", "H", "H", "H", "H", "H", "H", "C", "C", "C", "O", "C", "H", "H", "H", "H", "H", "H", "H", "H", "C", "C", "C", "O", "C", "H", "H", "H", "H", "H", "H", "H", "H", "C", "C", "C", "O", "C", "H", "H", "H", "H", "H", "H", "H", "H", "C", "C", "C", "O", "C", "H", "H", "H", "H", "H", "H", "H", "H", "C", "C", "C", "O", "C", "H", "H", "H", "H", "H", "H", "H", "H"], "xyz": [[21.408926, -6.720076, -1.561961], [21.036377, -6.903873, -0.411924], [20.563112, -6.528537, -2.596772], [21.066161, -6.438396, -3.955309], [19.155064, -6.346011, -2.353536], [22.463645, -6.735093, -1.877085], [22.126441, -6.230697, -4.039038], [20.508712, -5.699154, -4.537077], [20.778148, -7.373758, -4.450989], [18.833213, -5.317850, -2.542418], [18.539272, -6.942208, -3.036058], [18.836756, -6.629247, -1.359063], [28.241258, -13.835766, -1.181045], [28.283930, -13.166500, -0.169989], [27.159180, -14.590896, -1.495997], [26.941485, -15.256038, -2.772595], [26.074089, -14.791526, -0.492549], [29.022740, -13.935183, -1.950641], [26.886134, -16.327166, -2.597276], [27.692616, -14.935073, -3.499122], [26.048394, -14.863775, -3.270098], [26.435947, -15.439367, 0.296739], [26.001886, -13.744705, -0.165697], [25.105086, -14.907103, -0.967398], [26.548050, -11.129391, 5.300290], [25.957916, -11.267859, 6.347875], [26.362908, -11.924135, 4.221901], [27.300669, -11.997569, 3.121187], [25.228344, -12.824964, 4.102292], [27.391025, -10.441191, 5.149986], [26.818266, -11.822560, 2.160013], [27.743480, -12.998242, 3.127710], [28.118175, -11.307598, 3.331583], [25.650636, -13.834463, 4.125309], [24.618403, -12.877205, 5.000294], [24.616861, -12.544564, 3.252125], [25.466258, -11.929972, -4.081542], [24.941452, -11.563924, -2.691711], [26.115405, -10.846132, -2.008119], [27.228953, -11.532128, -2.577967], [26.977446, -11.849312, -3.925539], [25.112894, -11.207957, -4.817506], [25.028724, -12.901256, -4.317170], [24.644890, -12.462939, -2.144626], [24.030250, -10.961920, -2.673504], [26.162562, -10.970089, -0.927747], [26.094010, -9.768643, -2.211121], [27.516879, -12.726580, -4.277525], [27.257452, -11.024834, -4.594222], [18.555908, -13.993388, 2.454899], [17.106806, -13.698347, 2.152456], [16.578585, -15.122951, 1.781512], [17.540661, -16.029412, 2.295602], [18.481686, -15.358111, 3.093441], [19.242825, -13.360056, 3.027542], [19.086508, -14.039018, 1.496358], [16.872670, -12.998557, 1.352542], [16.532530, -13.336528, 3.008426], [16.471032, -15.335463, 0.716349], [15.598805, -15.259506, 2.249592], [19.475298, -15.811291, 3.135320], [18.234918, -15.255823, 4.158901], [22.485763, -15.029874, 6.581237], [22.212904, -13.576890, 6.200638], [20.695361, -13.505201, 6.227310], [20.368222, -14.730931, 5.547102], [21.277875, -15.757397, 5.942468], [22.342595, -15.086489, 7.662316], [23.492064, -15.360060, 6.336231], [22.834266, -13.395590, 5.328678], [22.650323, -12.959482, 6.994427], [20.254591, -12.720077, 5.608657], [20.198119, -13.423884, 7.198462], [21.497904, -16.396190, 5.091638], [20.849370, -16.287379, 6.797093], [17.225083, -10.072830, -0.964614], [18.299703, -9.379724, -0.144133], [18.333221, -10.119177, 1.213810], [16.917191, -10.294080, 1.398135], [16.273410, -10.543595, 0.140458], [17.611218, -10.854580, -1.610549], [16.720463, -9.300320, -1.548718], [18.016754, -8.352158, 0.079562], [19.268083, -9.361602, -0.651229], [18.664005, -9.615193, 2.117430], [18.865798, -11.076030, 1.135974], [15.280741, -10.128626, 0.278287], [16.239307, -11.627962, -0.025102], [21.750223, -17.748613, 0.484798], [22.626634, -16.707837, -0.197756], [22.090956, -15.435519, 0.392925], [20.698504, -15.632452, 0.444113], [20.379739, -17.014107, 0.661904], [22.259515, -18.037381, 1.405631], [21.599702, -18.641343, -0.124264], [22.456957, -16.747496, -1.278356], [23.708150, -16.802120, -0.083293], [22.346661, -14.600215, -0.269591], [22.575131, -15.157710, 1.338507], [19.631114, -17.312330, -0.066039], [20.074818, -17.231129, 1.685080], [22.113574, -11.943213, 1.869854], [21.717578, -10.471479, 2.083492], [22.170073, -9.797526, 0.769051], [23.207673, -10.649373, 0.238740], [23.406809, -11.711764, 1.144184], [21.377160, -12.393264, 1.196925], [22.152946, -12.525928, 2.789104], [22.187721, -9.948399, 2.917256], [20.646477, -10.320482, 2.206905], [22.427693, -8.795082, 1.121544], [21.451622, -9.753816, -0.048316], [24.132151, -11.363182, 1.895301], [23.781813, -12.576872, 0.591975], [22.779335, -9.612967, 6.308289], [21.855500, -8.430559, 5.987358], [22.534017, -7.228146, 6.705531], [23.650783, -7.736659, 7.457527], [24.014620, -8.954065, 6.844992], [22.957415, -10.234709, 5.430785], [22.205190, -10.203174, 7.026675], [20.882227, -8.493060, 6.482338], [21.578584, -8.334840, 4.937019], [21.811615, -6.698005, 7.320998], [22.894785, -6.506500, 5.965602], [24.574184, -9.608651, 7.511933], [24.714008, -8.791960, 6.010821], [27.179058, -8.649363, 1.192130], [25.678462, -8.636000, 1.020029], [25.326241, -7.117394, 1.107164], [26.369655, -6.561766, 1.879336], [27.343558, -7.542518, 2.244912], [27.726373, -8.485717, 0.266289], [27.568317, -9.551384, 1.669002], [25.098791, -9.167487, 1.773446], [25.423521, -9.002345, 0.025780], [24.339720, -6.978817, 1.554547], [25.305840, -6.670327, 0.108050], [27.034603, -7.907053, 3.227807], [28.373619, -7.190937, 2.249042]], "atomic_forces_ev_per_a": [[-0.7, -0.4, 0.6], [0.5, 0.2, -0.4], [0.6, 0.5, 0.2], [-1.4, -0.5, -0.5], [-1.0, 0.0, -0.7], [0.1, 0.0, 0.1], [0.1, -0.1, 0.3], [0.2, 0.4, 0.3], [0.6, -0.1, -0.2], [0.3, 0.1, 0.1], [0.3, -0.2, -0.1], [0.5, 0.0, 0.2], [-1.1, -0.2, -0.1], [0.7, 0.0, 0.2], [-1.1, -1.2, -0.3], [0.4, 1.0, 0.0], [1.4, 2.9, -1.0], [0.2, 0.4, 0.1], [0.0, -0.1, -0.5], [0.5, -0.6, 0.3], [-0.4, -0.3, 0.4], [-0.6, -0.3, 0.1], [-0.2, -0.4, 1.1], [0.1, -1.0, -0.1], [0.5, -1.1, -0.2], [-0.4, 0.5, 0.3], [-0.8, 0.4, -0.4], [0.2, -0.2, 0.6], [0.7, -0.5, 1.2], [0.0, 0.3, 0.1], [0.2, 0.1, -0.1], [0.0, 0.0, -0.3], [-0.1, 0.2, -0.4], [-0.3, -0.2, -1.0], [0.1, 0.9, 0.1], [0.1, -0.5, -0.1], [-1.2, -0.2, 0.4], [-0.7, 0.5, 0.8], [-0.4, -1.0, -0.6], [0.9, 0.1, 0.3], [-0.5, 0.9, -0.8], [0.0, -0.1, -0.1], [0.4, -0.1, -0.4], [0.4, -0.1, 0.1], [0.1, 0.1, -0.3], [0.0, -0.2, 0.0], [0.3, 0.0, -0.3], [0.1, -0.1, 0.5], [0.5, 0.0, 0.2], [1.2, 0.4, -0.6], [-1.0, -0.1, -0.1], [0.2, 0.7, 0.5], [-0.1, -1.3, 0.3], [0.6, 0.9, 0.2], [-0.9, 0.5, 0.4], [-0.1, -0.5, 0.0], [0.5, 0.1, 0.0], [0.2, 0.0, 0.2], [0.1, 0.3, -0.1], [0.0, -0.3, 0.0], [-0.2, -0.5, -0.5], [-0.6, -0.1, -0.1], [-0.7, 0.3, 0.3], [1.2, 0.4, 2.1], [0.2, -0.4, -2.1], [-0.4, -0.1, 0.0], [0.2, 0.5, 1.1], [0.3, -0.3, 0.0], [-0.1, -0.2, -0.2], [-1.1, 0.6, -0.7], [0.0, 0.2, -0.2], [0.2, 0.1, 0.0], [0.5, -0.3, 0.3], [-0.1, -0.1, 0.0], [-0.3, -0.7, -0.5], [-0.7, 1.7, 0.5], [1.6, 0.3, 0.6], [-1.6, -0.2, -1.1], [0.1, -0.4, 0.3], [1.0, -1.5, 0.6], [-0.1, -0.2, 0.1], [0.1, -0.3, -0.4], [0.0, 0.1, -0.1], [0.0, 0.1, 0.1], [0.2, 0.4, -0.3], [-0.1, -0.1, 0.0], [-0.1, 0.1, -0.7], [-0.7, -0.1, 0.4], [-0.1, -0.3, -0.6], [0.3, -0.4, -0.6], [0.5, 0.5, -0.8], [-0.5, 0.5, 0.4], [2.0, -0.3, 0.4], [-0.5, 0.0, 0.3], [0.2, -0.1, 0.1], [-0.2, 0.3, 0.0], [-0.1, -0.3, 0.3], [-0.5, 0.1, 0.0], [-0.4, -0.4, 0.4], [-0.1, 0.0, 0.1], [-0.6, 0.4, -0.1], [-0.8, 0.8, 0.0], [-1.0, -0.1, -0.7], [-0.2, -0.5, 0.7], [-0.1, 0.5, 0.0], [0.8, -0.1, 0.3], [0.0, -0.1, 0.1], [0.2, 0.0, 0.0], [0.3, -0.4, 0.1], [0.0, -0.2, 0.1], [0.7, 0.1, -1.0], [-0.4, 0.3, 0.4], [0.3, -0.3, -0.2], [0.1, 0.1, 0.1], [-1.5, -0.1, -0.2], [-0.7, 0.6, 0.8], [0.4, 0.1, -1.2], [-1.1, 0.0, -0.1], [1.1, -0.6, -0.2], [0.2, 0.0, 0.1], [0.6, -0.3, 0.2], [0.0, -0.6, 0.0], [0.6, 0.4, -0.1], [0.3, -0.1, 0.5], [0.2, 0.1, 0.0], [-0.1, 0.3, 0.4], [-0.1, 0.3, -0.1], [0.1, -0.3, 1.7], [-0.6, 0.7, -1.2], [0.4, -1.4, -0.2], [0.5, 1.2, 0.3], [-0.7, -0.4, -1.0], [0.0, 0.3, 0.0], [-0.1, -0.3, -0.4], [0.3, -0.3, 0.1], [-0.4, -0.2, 0.2], [0.1, 0.2, 0.2], [0.1, 0.1, 0.1], [0.4, -0.2, 0.2], [-0.2, 0.6, 0.2]]}

2.
{"formula": "C32H47ClN2O13S4", "method": "ωB97M-V/def2-TZVPD", "smiles": "CC(=O)N(C)c1cc(C[C@@H](C)Cl)c2c(c1ON=O)C(=O)C=CC2=O.O=S1(=O)CCCC1.O=S1(=O)CCCC1.O=S1(=O)CCCC1.O=S1(=O)CCCC1", "gap_ev": 7.81, "homo_ev": -8.3, "largest_force_ev_per_a": 1.3, "energy_ha": -4387.9597, "charge": 0, "elements": ["C", "C", "O", "N", "C", "C", "C", "C", "C", "C", "C", "Cl", "C", "C", "C", "O", "N", "O", "C", "O", "C", "C", "C", "O", "H", "H", "H", "H", "H", "H", "H", "H", "H", "H", "H", "H", "H", "H", "H", "C", "C", "C", "S", "O", "O", "C", "H", "H", "H", "H", "H", "H", "H", "H", "C", "C", "C", "S", "O", "O", "C", "H", "H", "H", "H", "H", "H", "H", "H", "C", "C", "C", "S", "O", "O", "C", "H", "H", "H", "H", "H", "H", "H", "H", "C", "C", "C", "S", "O", "O", "C", "H", "H", "H", "H", "H", "H", "H", "H"], "xyz": [[4.920188, -0.497501, 0.458116], [3.791288, -1.505050, 0.531974], [3.608791, -2.182691, 1.504455], [2.881008, -1.684755, -0.598910], [3.546975, -1.504802, -1.887926], [1.769433, -0.792009, -0.404006], [1.774903, 0.522969, -0.841196], [0.699201, 1.395972, -0.693959], [0.815717, 2.818072, -1.210861], [1.906672, 3.653552, -0.518485], [1.827658, 3.592913, 1.007716], [3.570741, 3.299157, -1.111945], [-0.457757, 0.919797, -0.071888], [-0.484562, -0.405186, 0.419294], [0.615156, -1.246894, 0.253608], [0.521170, -2.514520, 0.762842], [0.811447, -3.524610, -0.236646], [0.762989, -4.564681, 0.250946], [-1.734463, -0.886038, 1.124072], [-2.089758, -2.036030, 1.176679], [-2.516179, 0.197503, 1.795123], [-2.498891, 1.447076, 1.343816], [-1.699343, 1.725858, 0.110234], [-2.122437, 2.549235, -0.679208], [5.154381, -0.213545, 1.490445], [4.622192, 0.365197, -0.141655], [5.781462, -0.990792, -0.001447], [4.355542, -2.240060, -1.949717], [2.881390, -1.701684, -2.725609], [4.006337, -0.520923, -2.043622], [2.660711, 0.872883, -1.352202], [-0.109416, 3.366369, -1.038590], [0.971467, 2.828437, -2.294306], [1.702971, 4.686302, -0.808148], [0.797153, 3.390302, 1.313186], [2.478751, 2.814904, 1.405178], [2.144067, 4.545400, 1.436668], [-3.113522, -0.046649, 2.669116], [-3.052304, 2.274469, 1.772102], [-2.170772, -8.484762, -2.762759], [-2.988542, -7.376000, -2.086419], [-2.161471, -6.848773, -0.907216], [-0.436827, -7.114460, -1.342476], [0.125482, -8.079359, -0.432755], [0.195148, -5.846134, -1.580654], [-0.757970, -7.929729, -2.906974], [-2.590161, -8.765523, -3.728381], [-2.159064, -9.373971, -2.128470], [-3.168008, -6.569191, -2.800462], [-3.959979, -7.738453, -1.752225], [-2.322802, -5.787073, -0.735542], [-2.363901, -7.405990, 0.005416], [-0.006137, -8.696243, -3.080301], [-0.709698, -7.172194, -3.688882], [-5.629234, 5.219124, 0.432653], [-6.947247, 4.778787, 1.083965], [-6.597328, 4.104600, 2.416614], [-5.056250, 4.849455, 2.964819], [-4.027423, 3.838165, 2.955731], [-5.300602, 5.665536, 4.124540], [-4.827429, 5.901178, 1.536346], [-5.797527, 5.888955, -0.409305], [-5.087602, 4.344216, 0.064825], [-7.573336, 5.654501, 1.267460], [-7.509848, 4.104311, 0.439986], [-7.359674, 4.272155, 3.173206], [-6.426226, 3.036584, 2.293427], [-3.766694, 5.986427, 1.311341], [-5.240123, 6.880177, 1.778874], [-1.366714, -0.879758, -5.659940], [-2.158486, 0.309316, -5.099470], [-1.367533, 0.868170, -3.909959], [0.357412, 0.485181, -4.234062], [0.815044, -0.443343, -3.231442], [1.077002, 1.701842, -4.518684], [0.080638, -0.408045, -5.759229], [-1.748231, -1.200309, -6.628545], [-1.436323, -1.725876, -4.972365], [-2.256322, 1.076751, -5.870400], [-3.164043, 0.018756, -4.798359], [-1.480094, 1.945255, -3.812849], [-1.645819, 0.382607, -2.975689], [0.797355, -1.222000, -5.841923], [0.213308, 0.294126, -6.582162], [5.005468, 2.165054, 6.166861], [4.756781, 0.660861, 6.338915], [4.268512, 0.118230, 4.989882], [4.979790, 1.186839, 3.734951], [3.914415, 1.890645, 3.068140], [5.985571, 0.455271, 3.004505], [5.790525, 2.309977, 4.866925], [5.551348, 2.584604, 7.010776], [4.051281, 2.690794, 6.087071], [5.690453, 0.168064, 6.617942], [4.032661, 0.458693, 7.126758], [4.599802, -0.902392, 4.815232], [3.185379, 0.176138, 4.900323], [5.771259, 3.317720, 4.458039], [6.819685, 1.972565, 4.987117]], "atomic_forces_ev_per_a": [[-0.6, -0.4, -0.1], [0.0, -0.5, 0.0], [-0.1, 0.1, 0.4], [0.3, 1.1, -0.1], [0.6, -0.3, -0.3], [-0.5, 0.0, 0.2], [0.3, -0.2, 0.1], [-0.3, 0.3, -0.2], [0.4, -0.1, 0.1], [-0.8, 0.4, 0.2], [0.3, -0.1, -0.2], [0.0, 0.1, 0.1], [0.3, -0.4, 0.1], [-0.2, 0.0, 0.0], [-0.3, -0.3, -0.1], [0.2, 0.7, 0.3], [0.0, -0.6, -0.2], [0.5, 0.9, 0.8], [0.4, 0.5, 0.0], [-0.2, -0.2, 0.0], [-0.2, 0.3, 0.5], [0.6, -0.2, -0.4], [-0.4, 0.2, 0.3], [0.3, 0.1, -0.2], [0.0, -0.2, -0.9], [0.2, 0.0, 0.1], [0.0, 0.2, 0.0], [-0.1, 0.1, 0.1], [-0.3, 0.0, 0.3], [-0.1, 0.0, 0.0], [-0.1, 0.1, 0.0], [0.0, -0.1, 0.0], [0.1, -0.1, 0.1], [0.3, -0.1, -0.2], [0.1, 0.1, 0.0], [-0.2, 0.0, 0.0], [0.0, -0.1, 0.0], [0.0, -0.3, -0.2], [-0.1, -0.1, 0.0], [0.0, 0.0, 0.1], [0.0, 0.0, 0.0], [-0.4, 0.0, -0.1], [-0.2, 0.1, -0.3], [0.1, 0.1, 0.0], [-0.2, -0.8, -0.8], [-0.2, -0.2, -0.2], [0.0, 0.0, 0.0], [0.0, 0.0, 0.0], [0.0, 0.0, 0.0], [0.0, 0.0, 0.0], [0.2, 0.0, 0.1], [0.1, 0.0, 0.0], [0.1, 0.1, 0.1], [0.0, 0.0, 0.0], [0.0, -0.1, 0.0], [0.0, 0.1, 0.0], [-0.3, -0.1, -0.2], [-0.2, 0.3, -0.2], [0.0, 0.0, 0.2], [0.2, -0.2, 0.1], [0.0, 0.1, -0.4], [0.0, 0.0, 0.0], [0.0, 0.0, 0.0], [0.0, 0.0, 0.0], [0.0, 0.0, 0.0], [0.1, 0.0, 0.1], [0.1, 0.0, 0.1], [0.0, 0.0, 0.2], [0.0, 0.0, 0.1], [-0.1, 0.0, 0.1], [0.1, 0.0, -0.1], [-0.4, 0.0, -0.1], [-0.3, 0.1, -0.3], [0.1, 0.0, -0.3], [0.2, -0.1, 0.2], [-0.2, -0.2, -0.2], [0.0, 0.0, 0.0], [0.0, 0.0, 0.0], [0.0, 0.0, 0.0], [0.0, 0.0, 0.0], [0.1, 0.0, 0.1], [0.1, 0.0, 0.0], [0.1, 0.1, 0.1], [0.0, 0.0, 0.0], [-0.1, -0.1, 0.0], [0.1, 0.1, 0.0], [-0.1, -0.2, 0.4], [0.2, -0.1, 0.7], [0.1, -0.1, -0.3], [0.1, 0.3, 0.2], [0.0, 0.2, 0.3], [0.0, 0.0, 0.0], [0.0, 0.0, 0.0], [0.0, 0.0, 0.0], [0.0, 0.0, 0.0], [0.0, 0.0, -0.2], [0.0, 0.0, -0.1], [0.0, -0.1, -0.1], [0.0, 0.0, -0.1]]}